Entry 1:
The following is a quantum chemistry calculation of a structure of composition C2H13NO3S at a distorted geometry, from the OMol25 dataset.

The geometry in XYZ format:
```
20
Properties=species:S:1:pos:R:3:forces:R:3
C -0.04473 -0.02544 -0.43757 -0.472 0.529 -0.019
C 1.15479 -0.79815 0.08705 -0.781 0.979 0.892
S 0.44480 -2.38946 0.79095 3.000 -1.262 -5.209
N 0.31893 1.18159 -1.21212 -0.422 0.073 -0.197
H -0.64270 -0.68535 -1.08209 0.425 0.201 -0.167
H -0.73950 0.21272 0.37632 0.259 0.054 0.075
H 1.92793 -0.84546 -0.68219 -0.160 -0.710 0.150
H 1.59989 -0.28570 0.93675 0.083 0.237 0.047
H 1.09774 -2.88619 -0.73131 -1.907 0.285 3.732
H -0.53834 1.52222 -1.64548 0.213 -0.119 -0.100
H 0.64349 1.98929 -0.68744 0.066 -0.480 0.515
H -1.79933 1.00385 2.28480 0.342 0.161 0.126
H -2.58372 2.28372 2.12188 -0.044 0.255 -0.037
O -1.68203 1.95441 2.11194 -0.275 -0.315 -0.080
H 1.28891 0.55568 -2.63928 -0.514 0.166 -0.473
H 0.90795 0.38012 -4.18185 -0.098 0.260 0.246
O 1.44286 0.04309 -3.46166 0.616 -0.570 -0.012
H -0.33714 -0.96070 2.16789 -0.522 0.235 0.484
H -1.37416 -1.53753 3.14674 0.044 0.136 -0.100
O -1.08562 -0.71270 2.73669 0.145 -0.114 0.126
```
Positions in Å, forces in eV/Å.

Results
- Net charge: 0
- Max |F|: 6.14 eV/Å
- Molecular weight: 131.20 g mol⁻¹
- Energy above the lowest of the compared OMol25 structures with the same formula, charge and spin: 178.33 kJ/mol
- Kohn-Sham gap: 0.3356 Eh

---

Entry 2:
The following is a quantum chemistry calculation of a cluster of 5 separate species, C2H13NO4 in total at a distorted geometry, from the OMol25 dataset.

The geometry in XYZ format:
```
20
Properties=species:S:1:pos:R:3:forces:R:3
C 1.62867 1.14302 -0.53479 -0.877 0.345 0.061
N 0.45788 0.79328 -0.87654 0.583 -0.757 0.063
C -0.65281 1.47737 -0.20208 1.177 0.875 -0.608
H 2.52635 0.55352 -0.68475 -0.125 -0.102 -0.706
H 1.74975 2.08252 0.00429 0.278 0.092 0.411
H -1.28148 0.66920 0.18089 -0.156 0.606 0.277
H -0.13065 2.12549 0.49834 -0.808 -0.115 1.032
H -1.21171 2.19829 -0.80458 -0.165 -0.683 -0.515
O -0.26251 -1.98751 -0.61521 0.126 0.072 0.307
H -0.11586 -1.03109 -0.71370 0.094 -0.170 -0.210
H -0.45243 -2.13026 0.32469 -0.153 -0.150 -0.335
O -1.61327 -1.70644 2.01067 0.356 0.610 -0.307
H -1.25480 -0.80872 2.03854 -0.124 -0.107 -0.064
H -2.06086 -1.73117 2.85015 -0.379 -0.431 0.555
O -0.20573 -1.00596 -3.78463 -0.216 -0.335 -0.244
H 0.25229 -0.16744 -3.77515 0.195 0.157 0.213
H 0.13633 -1.52384 -3.04755 -0.045 0.136 0.095
O 0.55135 0.39429 2.67500 0.258 0.065 -0.219
H 0.50485 -0.11787 1.86300 0.040 -0.248 -0.135
H 1.43465 0.77331 2.59342 -0.060 0.140 0.329
```
Positions in Å, forces in eV/Å.

Results
- Net charge: 0
- Max |F|: 1.59 eV/Å
- Molecular weight: 115.13 g mol⁻¹
- Energy above the lowest of the compared OMol25 structures with the same formula, charge and spin: 176.13 kJ/mol
- Kohn-Sham gap: 0.3918 Eh